Entry from the Open Molecules 2025 dataset: C3H10NO3 as an isolated structure (ωB97M-V with the def2-TZVPD basis set).

**2S+1**: 2
**E_LUMO (spin up / spin down)**: -12.636 / -14.131 eV
**Charge**: +2
**Energy above the lowest of the compared OMol25 structures with the same formula, charge and spin**: 10.423 eV
**Highest occupied orbital energy (spin up / spin down)**: -19.69 / -19.58 eV
**⟨S²⟩**: 0.754

Last column: Mulliken charge in e.
Atoms and positions in Å:
C (0.375, 0.926, 1.588)  -0.261
C (0.185, -0.546, 1.623)  -0.298
C (-0.232, -1.279, 0.410)  0.202
O (-1.197, -0.780, -0.337)  -0.702
O (2.220, 0.801, -0.100)  -0.623
N (-0.216, 1.633, 0.477)  -0.265
H (1.327, 1.071, 0.775)  0.470
H (0.433, 1.523, 2.466)  0.436
H (0.828, -0.696, 0.429)  0.127
H (-0.252, -0.973, 2.547)  0.465
H (-0.048, -2.361, 0.347)  0.485
H (-1.330, -0.637, -1.866)  0.503
H (-0.768, 0.957, -0.050)  0.354
H (0.358, 2.265, -0.077)  0.363
H (3.151, 0.537, 0.031)  0.337
H (-2.159, -1.111, -3.261)  0.469
O (-1.292, -0.878, -2.864)  -0.062

***

Entry from the Open Molecules 2025 dataset: a 4-piece molecular cluster, C4H12O3 overall (ωB97M-V with the def2-TZVPD basis set).

**E_LUMO**: -2.248 eV
**Charge**: 0
**Energy above the lowest of the compared OMol25 structures with the same formula, charge and spin**: 5.424 eV
**Highest occupied orbital energy**: -8.58 eV

Last column: Mulliken charge in e.
Atoms and positions in Å:
C (2.198, 1.226, 0.001)  -1.034
C (0.384, -2.005, -0.106)  -0.593
O (-1.530, -1.409, -0.071)  -0.623
C (0.675, -0.678, -0.049)  -0.041
C (1.736, 0.001, -0.628)  -0.079
H (3.009, 1.072, 0.720)  0.308
H (1.360, 1.709, 0.511)  0.341
H (2.641, 1.987, -0.651)  0.338
H (-0.403, -2.446, 0.485)  0.381
H (1.023, -2.611, -0.750)  0.285
H (-2.160, -2.056, -0.393)  0.307
H (0.120, -0.046, 0.649)  0.468
H (2.452, -0.502, -1.275)  0.362
H (-0.506, 1.343, -0.758)  0.284
H (-1.829, 1.650, 0.175)  0.471
O (-1.023, 2.039, -0.360)  -0.763
H (-3.490, 0.643, 1.240)  0.164
H (-2.072, -0.576, 0.332)  0.354
O (-2.584, 0.660, 0.929)  -0.930

***

Entry from the Open Molecules 2025 dataset: a 14-piece molecular cluster, C5H37NO14 overall (ωB97M-V with the def2-TZVPD basis set).

**E_LUMO**: -0.382 eV
**Charge**: 0
**Energy above the lowest of the compared OMol25 structures with the same formula, charge and spin**: 4.469 eV
**Highest occupied orbital energy**: -9.80 eV

Last column: Mulliken charge in e.
Atoms and positions in Å:
C (2.426, -0.923, 1.445)  -0.201
N (2.832, -0.320, 0.243)  0.266
C (3.410, 1.039, 0.390)  -0.288
C (4.898, 1.239, 0.803)  -1.276
C (2.103, -0.590, -0.993)  -0.593
C (0.967, 0.323, -1.360)  0.004
O (1.954, -2.067, 1.351)  -0.622
H (2.608, -0.378, 2.308)  0.597
H (3.293, 1.491, -0.671)  0.233
H (2.793, 1.557, 1.108)  0.394
H (5.468, 0.320, 0.644)  0.325
H (5.108, 2.116, 0.235)  0.393
H (4.922, 1.475, 1.867)  0.300
H (1.647, -1.601, -0.939)  0.056
H (2.831, -0.719, -1.819)  0.265
H (0.048, -0.160, -1.571)  -0.601
H (1.266, 1.071, -2.110)  0.616
H (0.556, 1.028, -0.640)  0.217
H (-0.223, -3.535, 2.130)  0.419
H (-1.069, -3.299, 3.348)  0.299
O (-0.962, -3.883, 2.594)  -0.735
H (-1.133, -2.846, -1.617)  0.309
H (-0.894, -1.630, -2.442)  0.259
O (-0.434, -2.405, -2.076)  -0.597
H (-2.294, -0.929, 3.040)  0.317
H (-2.608, -1.773, 4.313)  0.330
O (-1.888, -1.417, 3.826)  -0.650
H (-0.138, 3.374, 1.281)  0.280
H (0.475, 3.355, 2.691)  0.267
O (-0.272, 3.145, 2.217)  -0.597
H (-1.633, -5.335, 0.025)  0.298
H (-0.433, -4.718, -0.706)  0.456
O (-1.273, -5.201, -0.874)  -0.689
H (-3.365, 2.889, -1.191)  0.372
H (-3.038, 2.246, -2.510)  0.350
O (-2.975, 3.142, -2.047)  -0.783
H (-1.005, 4.094, -3.460)  0.280
H (-1.572, 4.000, -1.998)  0.444
O (-0.844, 4.490, -2.611)  -0.719
H (-2.607, 2.639, 1.533)  0.317
H (-1.917, 3.154, 0.230)  0.243
O (-2.670, 2.555, 0.551)  -0.552
H (-3.005, -1.163, 0.223)  0.451
H (-3.128, 0.331, 0.691)  0.247
O (-3.455, -0.317, 0.085)  -0.660
H (1.245, 4.158, -2.546)  0.320
H (0.756, 3.744, -1.299)  0.249
O (1.539, 3.553, -1.836)  -0.559
H (-0.628, -2.218, 0.736)  0.228
H (-1.888, -2.537, 1.625)  0.377
O (-1.631, -2.040, 0.834)  -0.545
H (1.316, -4.727, 0.501)  0.278
H (1.176, -3.172, 0.093)  0.146
O (0.677, -3.987, 0.289)  -0.699
H (-2.979, 0.032, -1.610)  0.456
H (-1.777, 0.770, -1.956)  0.408
O (-2.577, 0.559, -2.364)  -0.701

***

Entry from the Open Molecules 2025 dataset: a 3-piece molecular cluster, C5H8N2 overall (ωB97M-V with the def2-TZVPD basis set).

**E_LUMO (spin up / spin down)**: -0.562 / -0.564 eV
**Charge**: 0
**Energy above the lowest of the compared OMol25 structures with the same formula, charge and spin**: 5.789 eV
**Highest occupied orbital energy (spin up / spin down)**: -7.88 / -7.88 eV

Last column: Mulliken charge in e.
Atoms and positions in Å:
C (0.994, 1.202, 0.805)  -0.541
N (0.079, 0.387, 0.313)  0.121
C (-1.283, 0.529, 0.618)  -0.051
C (-1.938, -0.217, -0.307)  -0.612
C (-0.966, -0.950, -1.120)  -0.345
C (0.271, -0.638, -0.671)  0.153
N (1.567, -0.915, -1.121)  -0.541
H (2.035, 0.924, 0.668)  0.277
H (0.749, 2.235, 0.999)  0.412
H (-0.108, 1.283, 2.494)  0.276
H (-0.860, 1.117, 2.049)  -0.336
H (-3.004, -0.411, -0.318)  0.329
H (-1.185, -1.709, -1.865)  0.376
H (2.087, -1.522, -0.496)  0.238
H (1.563, -1.315, -2.050)  0.245

***

Entry from the Open Molecules 2025 dataset: a 3-piece molecular cluster, C21H35Br2IO2S overall (ωB97M-V with the def2-TZVPD basis set).

**E_LUMO**: -1.714 eV
**Charge**: 0
**Highest occupied orbital energy**: -8.77 eV
**SMILES**: CCSCC1=C(I)C(=O)C(Br)=C(Br)C1=O.CCCCCC.CCCCCC

Last column: Mulliken charge in e.
Atoms and positions in Å:
C (-1.640, -0.206, -0.904)  -0.169
C (-0.972, 0.391, -2.144)  -0.359
S (-1.953, 1.589, -3.099)  -0.130
C (-2.873, 2.415, -1.781)  -0.845
C (-4.176, 1.847, -1.281)  0.625
C (-4.669, 2.137, -0.072)  -0.317
I (-3.738, 3.432, 1.256)  0.141
C (-5.946, 1.552, 0.452)  0.500
O (-6.514, 1.997, 1.410)  -0.517
C (-6.468, 0.345, -0.280)  -0.036
Br (-7.779, -0.624, 0.610)  -0.057
C (-6.030, 0.080, -1.510)  0.008
Br (-6.665, -1.307, -2.573)  -0.038
C (-5.019, 0.981, -2.172)  0.494
O (-4.923, 1.028, -3.368)  -0.504
H (-1.224, -1.202, -0.719)  -0.011
H (-2.720, -0.325, -1.017)  0.147
H (-1.432, 0.395, -0.016)  -0.069
H (-0.761, -0.414, -2.853)  0.250
H (-0.011, 0.834, -1.864)  0.327
H (-2.206, 2.493, -0.919)  0.009
H (-3.044, 3.444, -2.119)  0.526
C (4.920, -3.263, -1.105)  -1.165
C (4.148, -3.721, -2.338)  -0.445
C (3.181, -2.668, -2.879)  -0.880
C (2.085, -2.244, -1.900)  0.119
C (1.204, -3.380, -1.383)  -0.436
C (0.425, -4.095, -2.481)  -1.234
H (4.253, -3.044, -0.269)  0.267
H (5.620, -4.030, -0.772)  0.382
H (5.493, -2.358, -1.319)  0.291
H (3.605, -4.641, -2.107)  0.227
H (4.856, -3.980, -3.129)  0.383
H (2.726, -3.043, -3.799)  0.374
H (3.750, -1.778, -3.167)  0.387
H (1.448, -1.503, -2.395)  -0.101
H (2.535, -1.728, -1.047)  0.233
H (0.500, -2.968, -0.653)  0.287
H (1.812, -4.104, -0.834)  0.367
H (-0.212, -3.394, -3.027)  0.218
H (-0.217, -4.874, -2.068)  0.398
H (1.090, -4.568, -3.205)  0.331
C (1.141, 3.129, 5.475)  -1.199
C (2.056, 2.209, 4.673)  -0.335
C (2.436, 2.768, 3.302)  -0.789
C (1.255, 3.017, 2.361)  -0.904
C (0.385, 1.791, 2.091)  0.368
C (1.137, 0.643, 1.425)  -1.160
H (0.188, 3.292, 4.969)  0.274
H (0.922, 2.708, 6.456)  0.380
H (1.608, 4.105, 5.626)  0.298
H (1.579, 1.231, 4.557)  0.229
H (2.973, 2.030, 5.240)  0.395
H (3.147, 2.088, 2.825)  0.298
H (2.972, 3.712, 3.441)  0.411
H (1.643, 3.393, 1.409)  0.388
H (0.627, 3.816, 2.765)  0.357
H (-0.450, 2.096, 1.450)  -0.339
H (-0.068, 1.440, 3.022)  0.238
H (1.571, 0.963, 0.475)  0.252
H (0.469, -0.196, 1.224)  0.380
H (1.947, 0.269, 2.052)  0.482

***

Entry from the Open Molecules 2025 dataset: C4H7N3O as an isolated structure (ωB97M-V with the def2-TZVPD basis set).

**E_LUMO**: -0.771 eV
**Charge**: 0
**Energy above the lowest of the compared OMol25 structures with the same formula, charge and spin**: 12.855 eV
**Highest occupied orbital energy**: -8.21 eV

Last column: Mulliken charge in e.
Atoms and positions in Å:
C (-0.825, 0.034, -0.053)  0.328
C (0.558, 0.186, -0.108)  0.088
C (1.451, 1.306, 0.219)  -0.387
C (1.346, -1.128, -0.010)  -0.139
H (-2.315, -1.600, -1.082)  0.291
H (-1.362, -1.601, 1.074)  0.278
H (-3.243, 0.030, -0.120)  0.291
H (-1.774, 2.095, 0.171)  0.270
H (1.291, 2.096, -0.510)  0.341
H (1.656, 1.490, 1.584)  0.227
H (1.048, -2.098, -0.269)  0.456
N (-1.297, -1.256, -0.035)  -0.674
N (-2.006, 0.932, -0.322)  -0.631
N (2.660, -0.960, -0.019)  -0.411
O (2.814, 0.474, -0.521)  -0.327

***

Repeat the third record exactly.
Entry from the Open Molecules 2025 dataset: a 14-piece molecular cluster, C5H37NO14 overall (ωB97M-V with the def2-TZVPD basis set).

**E_LUMO**: -0.382 eV
**Charge**: 0
**Energy above the lowest of the compared OMol25 structures with the same formula, charge and spin**: 4.469 eV
**Highest occupied orbital energy**: -9.80 eV

Last column: Mulliken charge in e.
Atoms and positions in Å:
C (2.426, -0.923, 1.445)  -0.201
N (2.832, -0.320, 0.243)  0.266
C (3.410, 1.039, 0.390)  -0.288
C (4.898, 1.239, 0.803)  -1.276
C (2.103, -0.590, -0.993)  -0.593
C (0.967, 0.323, -1.360)  0.004
O (1.954, -2.067, 1.351)  -0.622
H (2.608, -0.378, 2.308)  0.597
H (3.293, 1.491, -0.671)  0.233
H (2.793, 1.557, 1.108)  0.394
H (5.468, 0.320, 0.644)  0.325
H (5.108, 2.116, 0.235)  0.393
H (4.922, 1.475, 1.867)  0.300
H (1.647, -1.601, -0.939)  0.056
H (2.831, -0.719, -1.819)  0.265
H (0.048, -0.160, -1.571)  -0.601
H (1.266, 1.071, -2.110)  0.616
H (0.556, 1.028, -0.640)  0.217
H (-0.223, -3.535, 2.130)  0.419
H (-1.069, -3.299, 3.348)  0.299
O (-0.962, -3.883, 2.594)  -0.735
H (-1.133, -2.846, -1.617)  0.309
H (-0.894, -1.630, -2.442)  0.259
O (-0.434, -2.405, -2.076)  -0.597
H (-2.294, -0.929, 3.040)  0.317
H (-2.608, -1.773, 4.313)  0.330
O (-1.888, -1.417, 3.826)  -0.650
H (-0.138, 3.374, 1.281)  0.280
H (0.475, 3.355, 2.691)  0.267
O (-0.272, 3.145, 2.217)  -0.597
H (-1.633, -5.335, 0.025)  0.298
H (-0.433, -4.718, -0.706)  0.456
O (-1.273, -5.201, -0.874)  -0.689
H (-3.365, 2.889, -1.191)  0.372
H (-3.038, 2.246, -2.510)  0.350
O (-2.975, 3.142, -2.047)  -0.783
H (-1.005, 4.094, -3.460)  0.280
H (-1.572, 4.000, -1.998)  0.444
O (-0.844, 4.490, -2.611)  -0.719
H (-2.607, 2.639, 1.533)  0.317
H (-1.917, 3.154, 0.230)  0.243
O (-2.670, 2.555, 0.551)  -0.552
H (-3.005, -1.163, 0.223)  0.451
H (-3.128, 0.331, 0.691)  0.247
O (-3.455, -0.317, 0.085)  -0.660
H (1.245, 4.158, -2.546)  0.320
H (0.756, 3.744, -1.299)  0.249
O (1.539, 3.553, -1.836)  -0.559
H (-0.628, -2.218, 0.736)  0.228
H (-1.888, -2.537, 1.625)  0.377
O (-1.631, -2.040, 0.834)  -0.545
H (1.316, -4.727, 0.501)  0.278
H (1.176, -3.172, 0.093)  0.146
O (0.677, -3.987, 0.289)  -0.699
H (-2.979, 0.032, -1.610)  0.456
H (-1.777, 0.770, -1.956)  0.408
O (-2.577, 0.559, -2.364)  -0.701